Entry 1:
This record from OMol25 describes the molecule C2H2FIS in a non-equilibrium geometry. The level of theory is ωB97M-V/def2-TZVPD.

Cartesian coordinates (Å):
C  -0.547  0.189  -0.478
C  0.348  -0.283  0.514
F  -0.393  -0.264  -1.684
S  -2.141  1.213  -0.361
I  2.456  0.301  -0.022
H  0.022  0.106  1.561
H  0.255  -1.262  0.468

Computed properties:
Highest occupied orbital energy: -9.128 eV
Total charge: 0
Electronic energy: -23757.391 eV
Spin multiplicity: 1
Energy above the lowest of the compared OMol25 structures with the same formula, charge and spin: 33.8 kcal per mole
HOMO-LUMO gap: 7.4 eV
SMILES string: FC(=S)CI

Atom charges from the Löwdin analysis, given in e for atoms 1 to 5: C -0.81; C -0.55; F 0.01; S 0.49; I 0.73


Entry 2:
This record from OMol25 describes a structure of composition C12H16Cl3F5OPd in a non-equilibrium geometry. The level of theory is ωB97M-V/def2-TZVPD.

Cartesian coordinates (Å):
C  2.536  -0.690  -0.944
C  2.875  0.320  -0.034
C  2.270  1.520  -0.433
C  3.772  0.155  1.191
C  1.653  1.280  -1.665
C  1.849  -0.033  -1.956
C  1.294  -0.755  -3.232
C  2.900  -2.115  -0.846
C  2.265  2.806  0.352
C  0.789  2.265  -2.369
Pd  -1.268  -0.791  -0.026
Cl  1.261  -0.375  2.878
Cl  -0.555  -2.933  0.211
Cl  -1.242  1.463  0.152
H  3.680  -0.861  1.526
H  3.383  0.760  1.995
H  4.809  0.403  0.986
H  2.286  2.593  1.410
H  1.362  3.377  0.113
H  3.123  3.427  0.104
H  -0.129  2.489  -1.825
H  0.534  1.893  -3.370
H  1.347  3.211  -2.513
H  1.186  0.007  -4.015
H  0.315  -1.209  -3.026
H  2.000  -1.521  -3.519
H  2.874  -2.410  0.201
H  3.895  -2.328  -1.266
H  2.144  -2.703  -1.388
O  -1.228  -1.003  -1.913
H  -1.615  -1.887  -2.082
F  -3.676  -2.141  -0.752
C  -3.357  -0.870  -0.179
F  -3.816  0.069  -1.033
C  -4.027  -0.823  1.218
F  -5.348  -0.927  1.004
F  -3.658  -1.931  1.984
F  -3.723  0.267  1.872

Computed properties:
Highest occupied orbital energy (alpha / beta): 0.320 / -0.802 eV
Total charge: -2
Electronic energy: -69383.488 eV
Spin multiplicity: 5
Energy above the lowest of the compared OMol25 structures with the same formula, charge and spin: 0.0 kcal per mole
HOMO-LUMO gap (alpha / beta): 4.7 / 3.7 eV

Atom charges from the Löwdin analysis, given in e for atoms 1 to 5: C -0.17; C -0.15; C -0.16; C -0.11; C -0.20